[1]
{"formula": "C27H50F9N5O11", "method": "ωB97M-V/def2-TZVPD", "species": ["C", "C", "O", "C", "O", "C", "F", "F", "F", "H", "H", "H", "H", "H", "C", "C", "O", "C", "O", "C", "F", "F", "F", "H", "H", "H", "H", "H", "C", "C", "O", "C", "O", "C", "F", "F", "F", "H", "H", "H", "H", "H", "C", "N", "C", "C", "O", "H", "H", "H", "H", "H", "H", "H", "C", "N", "C", "C", "O", "H", "H", "H", "H", "H", "H", "H", "C", "N", "C", "C", "O", "H", "H", "H", "H", "H", "H", "H", "C", "N", "C", "C", "O", "H", "H", "H", "H", "H", "H", "H", "C", "N", "C", "C", "O", "H", "H", "H", "H", "H", "H", "H"], "positions_angstrom": [[-4.911, -5.790, 5.458], [-5.507, -4.464, 6.026], [-4.430, -3.571, 6.160], [-4.687, -2.446, 6.909], [-5.812, -1.989, 7.125], [-3.371, -1.729, 7.280], [-3.162, -0.853, 6.279], [-3.499, -1.025, 8.340], [-2.440, -2.728, 7.393], [-4.206, -5.587, 4.652], [-5.793, -6.344, 5.136], [-4.280, -6.204, 6.244], [-6.066, -4.659, 6.941], [-6.285, -4.112, 5.347], [12.234, -1.864, 4.420], [11.967, -0.772, 3.506], [11.127, -0.959, 2.390], [9.747, -0.918, 2.561], [9.275, -0.974, 3.697], [8.994, -1.105, 1.246], [8.084, -2.014, 1.564], [8.354, 0.056, 0.921], [9.692, -1.474, 0.160], [13.014, -2.497, 3.995], [11.378, -2.458, 4.741], [12.728, -1.581, 5.349], [12.836, -0.371, 2.985], [11.592, 0.046, 4.122], [-9.373, 2.918, 2.689], [-8.366, 3.417, 1.676], [-8.684, 2.819, 0.444], [-9.380, 3.455, -0.449], [-9.726, 4.647, -0.462], [-9.783, 2.572, -1.635], [-9.507, 3.121, -2.824], [-9.123, 1.383, -1.654], [-11.149, 2.464, -1.641], [-10.357, 2.741, 2.253], [-9.415, 3.579, 3.555], [-8.990, 1.959, 3.039], [-7.322, 3.145, 1.833], [-8.431, 4.503, 1.618], [1.240, 12.305, 2.588], [0.662, 11.392, 1.551], [-0.494, 11.951, 0.774], [1.009, 10.144, 1.352], [0.731, 9.499, 0.288], [2.008, 11.828, 3.197], [0.452, 12.510, 3.313], [1.662, 13.218, 2.168], [-1.393, 12.102, 1.372], [-0.130, 12.935, 0.482], [-0.660, 11.426, -0.167], [1.585, 9.768, 2.211], [5.797, -1.032, -8.072], [6.998, -0.556, -8.814], [6.658, 0.178, -10.003], [8.222, -0.896, -8.337], [9.224, -0.561, -8.956], [5.950, -1.625, -7.170], [5.103, -1.530, -8.749], [5.320, -0.115, -7.725], [7.560, 0.575, -10.470], [6.302, -0.342, -10.892], [6.005, 1.014, -9.751], [8.206, -1.427, -7.372], [0.823, -5.087, -1.143], [1.224, -6.473, -1.379], [2.344, -6.646, -2.263], [0.546, -7.539, -1.070], [-0.505, -7.550, -0.424], [-0.088, -4.950, -0.561], [0.618, -4.670, -2.128], [1.633, -4.531, -0.671], [3.070, -5.840, -2.148], [2.781, -7.644, -2.254], [1.957, -6.513, -3.273], [0.961, -8.441, -1.544], [0.885, 1.954, 0.930], [0.134, 1.838, -0.316], [-1.299, 2.020, -0.144], [0.671, 1.441, -1.513], [0.040, 1.151, -2.607], [0.641, 1.250, 1.725], [0.695, 2.970, 1.274], [1.970, 1.928, 0.824], [-1.771, 1.936, -1.122], [-1.730, 1.250, 0.495], [-1.494, 3.008, 0.275], [1.725, 1.153, -1.381], [-5.526, -4.543, -1.342], [-5.050, -4.597, -2.736], [-4.632, -3.320, -3.304], [-5.156, -5.788, -3.403], [-5.088, -5.905, -4.659], [-5.679, -3.478, -1.171], [-4.682, -4.909, -0.758], [-6.427, -5.152, -1.262], [-3.928, -3.450, -4.126], [-5.287, -2.579, -3.763], [-4.145, -2.724, -2.532], [-5.214, -6.664, -2.738]], "forces_ev_per_angstrom": [[-0.2186, 1.6830, 0.8145], [-0.5964, -1.7932, -1.3670], [0.0085, 2.0004, 1.8707], [-2.8984, -0.1521, -1.0928], [3.0277, -1.2686, -0.1221], [-1.3234, -1.8947, -1.8520], [1.1429, -0.5254, -0.2258], [0.4032, 0.5031, 2.0381], [0.0492, 1.9688, 0.0102], [-0.4358, 0.0902, -0.3241], [0.5463, -0.6507, 0.0751], [-0.4697, -0.6492, 0.0074], [0.5008, 0.1972, 0.4144], [0.2656, 0.4919, -0.2540], [1.2623, -2.6047, 0.7924], [0.0269, 3.1115, 0.1317], [-3.0617, -0.2519, -1.3990], [3.2854, -1.2675, 3.9185], [0.2050, 0.7546, -3.3429], [-0.7624, 1.1238, -0.2495], [-0.4135, -0.4338, -0.8251], [0.3814, -0.7271, 0.2167], [-0.2861, 0.0173, 1.1282], [-0.3481, -0.6451, -0.2032], [-0.0909, 0.0847, -0.3678], [-0.2337, 0.7838, -0.0103], [0.4224, -0.2664, 0.5022], [-0.3899, 0.3207, -0.2933], [0.9309, -0.7463, 0.6324], [-0.2125, 1.2956, 0.5708], [0.0459, -1.0447, -1.1237], [-1.0339, 3.7333, -0.6362], [0.9213, -3.1227, 0.3668], [-0.3991, -0.4422, -1.4888], [0.3151, 0.4452, 0.4435], [-1.2394, 0.5523, 0.5160], [1.2895, -0.7890, 0.5504], [0.0676, 0.3537, 0.0138], [-0.1984, 0.0224, -0.1119], [-0.3589, -0.1761, 0.1947], [-0.2055, -0.0888, 0.4491], [0.0785, 0.0051, -0.3728], [-0.8886, -1.3372, 0.0559], [-1.5652, 2.6212, 0.3090], [1.8447, 0.9001, -0.1371], [0.1449, -2.5478, -3.0620], [0.6325, 1.3174, 3.4759], [0.1539, -0.3467, -0.4493], [-0.0983, 0.5210, -0.1116], [-0.2413, -0.1122, -0.2109], [0.0835, -0.4118, 0.1242], [-0.3563, 0.2850, -0.1098], [-0.0216, -0.3848, 0.5181], [0.3114, -0.5098, -0.3967], [0.0632, 1.3254, -0.3874], [-1.9284, -2.0593, 1.5342], [1.5343, 0.8789, -0.7551], [0.6029, 1.4837, -2.1998], [0.0041, -0.6528, 1.0005], [0.6136, -0.1658, -0.3517], [0.1103, -0.1735, 0.0457], [-0.4627, -0.0336, 0.0845], [0.3311, 0.3799, 0.6546], [-0.7762, -0.8635, 0.5843], [-0.1218, -0.0936, -0.0632], [0.0270, -0.0235, -0.1462], [-0.2070, -0.1667, -0.3734], [1.5735, 1.5926, 0.2943], [-0.1176, 0.6330, -1.3659], [-2.9266, -1.2376, 1.0395], [0.8786, -0.1823, -0.3715], [0.1772, -0.6379, 0.0912], [0.0907, 0.3581, -0.0502], [0.0304, -0.0488, -0.0337], [0.2193, -0.3223, 0.3840], [0.0716, 0.2178, 0.5035], [0.1599, 0.0276, -0.4436], [0.0245, -0.2175, 0.3247], [0.5259, 1.0446, -0.3236], [0.0139, -0.6656, -0.5374], [0.0227, 0.0481, -0.7464], [-2.3138, -2.1871, -2.2995], [2.1779, 1.6916, 4.3455], [-0.4597, -0.2037, -0.2961], [-0.0928, -0.0210, 0.4598], [-0.0408, -0.2734, -0.5686], [0.0532, 0.0917, 0.0464], [0.1206, -0.0200, 0.1768], [-0.0760, -0.0147, 0.0579], [0.0732, 0.5035, -0.3121], [1.0443, 0.0013, -1.1405], [-0.8891, -0.0197, -0.3784], [1.0436, 0.1978, -0.7283], [0.7647, 1.0080, -3.4797], [-0.0707, 0.2338, 3.3902], [-0.4098, -0.3345, 0.5437], [-0.4305, -0.0148, 0.7142], [0.0768, 0.2685, 0.4538], [0.2735, -0.5096, 0.2461], [-1.3452, -0.6439, 0.2133], [0.2962, -0.3359, 0.1758], [-0.3296, 0.1434, -0.0132]], "homo_energy_ev": -9.08}

[2]
{"formula": "C27H50HfOP2", "method": "ωB97M-V/def2-TZVPD", "species": ["Hf", "C", "C", "C", "C", "C", "C", "H", "H", "H", "C", "H", "H", "H", "C", "H", "H", "H", "C", "H", "H", "H", "C", "H", "H", "H", "C", "C", "C", "C", "C", "C", "C", "C", "H", "H", "H", "H", "H", "H", "H", "H", "H", "H", "H", "H", "P", "C", "C", "P", "C", "C", "C", "H", "H", "H", "H", "H", "H", "H", "H", "H", "H", "H", "H", "H", "H", "C", "C", "C", "C", "O", "H", "H", "H", "H", "H", "H", "H", "H", "H"], "positions_angstrom": [[0.349, 0.600, -1.565], [-0.916, -1.312, 0.254], [0.378, -1.523, -0.376], [0.621, -0.174, 1.530], [-0.756, -0.451, 1.362], [1.335, -0.772, 0.446], [-2.147, -2.112, 0.055], [-2.131, -2.669, -0.889], [-3.039, -1.456, 0.056], [-2.257, -2.855, 0.869], [-1.817, -0.153, 2.362], [-2.764, -0.640, 2.097], [-2.028, 0.923, 2.444], [-1.517, -0.506, 3.362], [1.247, 0.341, 2.773], [1.091, -0.368, 3.594], [0.823, 1.294, 3.077], [2.323, 0.464, 2.635], [2.817, -0.945, 0.403], [3.188, -1.785, 1.025], [3.298, -0.017, 0.758], [3.155, -1.115, -0.628], [0.782, -2.710, -1.200], [1.307, -3.493, -0.619], [1.472, -2.393, -1.999], [-0.083, -3.183, -1.672], [-1.383, 1.851, -4.612], [-1.764, 0.491, -4.832], [-1.272, -0.228, -6.099], [0.302, -0.351, -6.142], [0.988, -0.151, -4.852], [1.571, 1.052, -4.386], [1.118, 2.371, -5.113], [-0.387, 2.576, -5.404], [-1.648, 0.242, -7.034], [0.661, 0.312, -6.944], [-1.720, -1.230, -6.202], [-0.622, 2.470, -6.482], [-2.012, 2.476, -3.960], [-2.838, 0.210, -4.769], [-0.622, 3.641, -5.231], [1.403, 3.272, -4.542], [2.708, 1.109, -4.614], [1.669, 2.496, -6.077], [0.514, -1.356, -6.542], [1.293, -1.090, -4.409], [-2.570, -0.388, -2.406], [-4.018, 0.762, -2.767], [-2.244, -2.000, -3.367], [2.630, 1.021, -2.682], [-1.141, 0.412, -3.328], [3.919, -0.282, -2.958], [3.165, 2.769, -2.581], [-3.943, 1.595, -2.031], [-4.915, 0.147, -2.533], [-4.131, 1.202, -3.777], [-1.576, -1.885, -4.231], [-3.209, -2.440, -3.638], [-1.727, -2.612, -2.619], [2.642, 3.214, -3.431], [4.230, 2.958, -2.741], [2.803, 3.293, -1.672], [-0.829, 1.382, -2.698], [-0.351, -0.343, -3.338], [4.389, -0.752, -2.095], [4.730, 0.061, -3.604], [3.395, -1.085, -3.484], [-0.312, 3.013, 1.547], [-0.658, 3.360, 0.124], [-2.118, 3.784, 0.036], [0.252, 4.472, -0.357], [-0.372, 2.179, -0.675], [-0.524, 3.830, 2.241], [0.743, 2.767, 1.653], [-0.878, 2.155, 1.893], [-2.277, 4.692, 0.620], [-2.417, 4.020, -0.982], [-2.801, 3.030, 0.430], [1.298, 4.195, -0.220], [0.088, 4.681, -1.410], [0.084, 5.394, 0.196]], "forces_ev_per_angstrom": [[0.3812, -1.2611, 6.3613], [0.7637, 0.1772, 0.3376], [0.0215, 1.0060, 0.5265], [-0.0143, -0.6866, -1.0042], [0.3653, -0.5020, -0.3282], [-0.7170, 0.0302, -0.4437], [-0.6587, -0.2150, -0.1297], [-0.1013, 0.0685, 0.5277], [0.3726, -0.5275, 0.0685], [0.0959, 0.3585, -0.2843], [-0.4694, 0.2033, 0.1939], [0.2841, 0.1004, 0.1633], [-0.0301, -0.3786, 0.1149], [-0.1147, 0.1207, -0.2858], [0.2458, 0.3561, -0.0500], [-0.0067, 0.0350, -0.1364], [0.0326, -0.0439, 0.2045], [-0.0951, 0.0469, 0.1672], [0.6437, 0.1096, -0.0257], [-0.2754, 0.3777, -0.2503], [0.0672, -0.4414, -0.1393], [-0.0518, -0.1189, 0.4965], [0.3162, -0.2672, -0.3157], [-0.2532, 0.4047, -0.1216], [-0.0728, -0.3413, 0.0335], [0.2266, 0.0236, 0.0296], [-1.0276, 0.8589, -0.7351], [-1.0748, -0.3041, -1.3312], [0.7294, -0.4441, 0.2835], [-0.5382, -0.1171, -1.1226], [0.5943, -1.4967, 0.3274], [2.5814, 1.4395, -0.9741], [0.9527, 0.5569, 0.3881], [-0.4810, 1.0788, -0.2803], [0.2070, 0.4164, 0.8798], [0.0322, 0.1183, 0.3661], [0.1122, 0.3460, 0.5914], [0.2228, -0.6108, 0.4222], [0.1268, -0.4779, -0.2217], [0.8378, 0.6707, 0.2202], [0.3617, -0.3144, 0.0037], [0.0079, -0.5495, -0.2003], [-0.7187, 0.1165, -0.9768], [-0.3901, -0.4408, 0.7591], [0.0494, 0.3200, 0.3234], [0.5527, -0.0704, 0.1762], [0.2334, 0.3007, 1.1810], [-0.0631, -0.4854, -0.2397], [-0.7256, 0.7589, 0.2612], [-0.8083, 0.0855, 1.0153], [-2.8556, 1.0573, 0.0639], [-0.1688, 0.2673, -0.8315], [-0.0424, 0.2362, -0.1489], [-0.0064, -0.7308, -0.3375], [0.4530, 0.5916, -0.1163], [-0.0062, -0.3598, 0.4902], [-0.5335, -0.0632, 0.2036], [0.3409, -0.2252, -0.0687], [-0.3501, 0.0314, -0.4227], [0.3167, 0.1993, 0.2404], [-0.0998, -0.2800, 0.2147], [0.3165, -0.6391, -0.4238], [-1.4341, -0.1025, -2.9690], [0.8384, -0.3764, -1.1750], [-0.3308, 0.5463, 0.3265], [-0.1649, 0.1914, -0.0922], [-0.0058, 0.0184, -0.0835], [0.1041, -0.1665, 0.6479], [0.0692, 0.2868, 0.2898], [-0.1515, -0.1952, -0.1895], [0.1980, 0.0322, -0.2609], [0.5470, -0.7639, -1.3390], [-0.0270, 0.1100, -0.2283], [0.1167, 0.0750, -0.1527], [-0.0078, 0.0887, -0.1329], [0.1470, -0.0804, 0.0188], [0.0310, -0.0159, -0.2584], [0.0997, -0.1411, 0.0076], [0.0303, -0.0355, 0.0529], [-0.0777, 0.0687, -0.2251], [-0.0764, -0.0165, 0.0728]], "total_charge": 2, "homo_energy_ev": [-11.90, -11.90]}

Number 1: total energy -83236.746 eV. Number 2: total energy -50718.992 eV.